[1]
Computed, not measured: a structure of composition C60H48F12N4O2PTi, with the ωB97M-V functional and the def2-TZVPD basis.

Calculated values
* LUMO: 2.25 eV
* total energy: -138076.0435 eV
* max |F|: 0.008 hartree/bohr

ORCA input file:
```
! wB97M-V def2-TZVPD RIJCOSX def2/J DEFGRID3
* xyz -1 1
C -2.57115 0.78848 5.07935
H 6.92826 -1.88044 0.97693
C -1.27858 5.90195 -2.44624
H -1.90161 3.49304 3.52239
C -2.16394 1.74792 0.13878
H -5.18213 0.89845 7.25429
H 0.04459 4.98982 3.28216
H -1.35456 -3.89922 -4.80329
H -4.69791 0.80430 4.83338
C -3.20513 4.04482 0.50514
H -2.63592 4.28296 1.40997
C 1.42693 0.76619 -1.97131
F 1.41547 -2.18898 3.66433
H 1.71222 2.98128 -1.55873
C 0.98314 0.43529 -3.24367
N 0.83015 3.16647 -1.10975
H -0.57428 2.69632 -3.23198
H 4.31295 1.81401 -0.45092
C -0.79452 6.98333 -1.72542
C 2.40911 -2.16099 2.77413
H 2.57637 -5.39050 -4.23460
C 0.22027 6.79993 -0.79825
C -3.30764 2.55845 0.27994
C 3.48655 -1.72278 -2.01592
H 3.15676 -1.60238 -3.03990
H -3.57979 -1.26070 -0.17258
C 0.46850 1.16664 2.90023
C 0.90908 -3.00912 -2.40239
O 0.92364 -1.38363 1.18769
H 1.46570 0.22862 -5.31722
H 3.40049 0.42195 0.14573
H 4.62307 1.53620 -2.73674
C 0.12291 2.08406 -0.64719
F -2.72624 -0.45190 -3.01744
H 2.80733 -4.03543 -2.27576
C 1.36417 -3.82573 1.18082
H -2.48747 -1.52628 5.00192
F -2.99358 -4.46610 -3.26871
C -1.61337 -2.55005 -2.56144
H -2.86895 -3.90216 4.65706
C -0.32176 -3.13436 -3.09610
C -4.53980 1.94204 0.23725
C -3.11152 0.91710 7.82287
C -2.31591 -1.57726 -3.60067
H 5.53214 -1.38563 -2.50652
F 1.08428 -4.39159 2.37127
N 1.15968 -2.13772 -1.36262
H 7.10109 -0.60455 -0.22707
H 0.60281 7.63672 -0.22838
C -2.33975 -1.92738 4.01004
C 4.33738 -2.00708 0.57893
F -3.72487 -3.24477 -1.64991
C -2.19115 0.36980 0.01293
C 0.73663 5.52896 -0.59890
C 3.14037 0.93309 -4.15970
C 0.24958 4.44862 -1.32505
H -1.21037 7.96937 -1.88995
H -0.04660 0.13737 -3.36503
C -1.53271 0.83281 6.00781
C -2.58028 -3.27952 3.81868
H 0.85993 -6.48248 -5.90826
F 2.28435 -4.61663 0.59982
H -2.14888 2.98059 -2.50168
H 0.59084 0.10022 2.79436
F -2.02363 -4.55258 -1.35675
Ti -0.49059 -1.04054 -0.07236
H 4.68135 -2.11998 1.59761
F -1.48944 -1.21428 -4.60098
H 7.35543 -2.28442 -0.68664
H 2.27301 4.03716 2.73919
H -2.74480 -4.82448 2.33376
C 1.89643 -2.34001 1.32009
H -1.71719 3.79829 -4.00683
C -2.04514 -2.97194 1.51243
C 1.83255 0.49973 -4.33504
C -0.92213 3.07697 3.30418
H -5.43709 2.54001 0.35590
N -0.92241 2.42811 0.12466
H 2.53354 1.58524 2.51909
H 3.80921 1.01674 -5.00735
C -0.41661 -3.90501 -4.25999
H -4.19984 4.47181 0.63128
C -4.62801 0.56561 0.04451
C -1.96004 -1.07603 2.96415
F 3.31115 -3.09312 3.14818
H -2.72529 4.56761 -0.32632
N 0.44365 0.83843 -0.91857
C 3.59083 1.23835 -2.88597
H -1.96670 -3.41993 0.53670
F 3.00884 -0.96027 2.91091
P -2.33387 0.71181 3.25102
H 1.04131 -5.00571 -6.84827
C 1.76315 -4.72214 -3.96666
H -0.94190 3.39741 0.39497
H 1.51494 5.34734 0.13240
C -2.49354 -3.79043 2.54149
H -0.50609 0.80738 5.66214
C -0.77137 4.61761 -2.26810
C 0.16761 3.91889 3.16553
O -1.44619 -1.88513 -1.38220
C -3.88333 0.82509 5.54933
H -5.59827 0.08463 -0.00049
C 3.31869 1.36887 -0.38988
H 2.68324 2.01777 0.21271
H -2.06925 6.05136 -3.17281
C -1.79952 0.89758 7.36810
C 2.51887 -1.99966 -1.03890
C 5.28155 -1.75481 -0.40332
H -3.31877 0.96512 8.88501
C 6.74331 -1.62533 -0.06701
C 4.82554 -1.60638 -1.71163
H -0.56165 -5.53295 -6.34167
C 1.56365 2.01133 2.74041
C -1.32937 3.45966 -3.04621
H -0.98014 0.92754 8.07620
C 0.48124 -5.46464 -6.02841
C -0.78930 1.69295 3.15831
C -4.15538 0.87983 6.90920
C 2.98085 -2.11333 0.28251
C 2.76541 1.12560 -1.76727
C -1.68487 -1.63244 1.68127
C 0.60950 -4.68053 -4.75181
F -3.39322 -2.12915 -4.19557
C 1.41693 3.38378 2.86446
C -2.60525 -3.71546 -2.22527
C 1.89737 -3.93815 -2.84845
F 0.25458 -3.90818 0.45315
C -3.47994 -0.19040 -0.05902
*
```


[2]
Computed, not measured: a structure of composition C60H52AuGeN2O2P2S2 at a distorted geometry, with the ωB97M-V functional and the def2-TZVPD basis.

Calculated values
* energy above the lowest of the compared OMol25 structures with the same formula, charge and spin: 0.000 eV
* LUMO: -3.49 eV
* total energy: -170594.1939 eV
* max |F|: 0.022 hartree/bohr

ORCA input file:
```
! wB97M-V def2-TZVPD RIJCOSX def2/J DEFGRID3
* xyz 1 1
C -3.81464 4.29714 -0.81415
H -3.61218 -3.89885 1.85311
H -0.36553 -3.64499 -4.89376
H -0.57876 2.43901 -2.58094
C 4.32365 0.58102 -2.34865
C -3.51477 -3.89919 -1.52881
H -3.32579 1.60355 -0.58640
C 1.32462 3.77203 -1.00137
H -0.38594 6.08914 -1.08311
H -3.60051 -3.23313 -2.37605
C 5.20343 -0.85817 1.57529
C -0.59081 4.93705 2.27047
C 2.37041 3.82811 -3.14306
C -3.14408 -6.11016 -0.65737
H 3.77148 6.12201 -1.08136
C -3.28397 -5.61782 0.63158
C 0.32531 -3.54181 2.76628
H -0.65998 -3.08596 2.77675
C 3.80789 -0.79470 1.45696
C -7.69036 -1.35187 -0.23665
C -3.26273 -5.24742 -1.73449
C 2.18216 4.78526 -0.56462
H 6.88461 -0.95839 2.89759
C 0.02648 -4.04726 -3.96782
C 1.29035 3.42983 2.53102
C 1.02424 -5.06410 -1.58965
C -6.75364 -0.89748 -2.39211
H 2.94970 -4.15868 0.71476
N -3.78213 -1.52875 1.37625
C -1.34771 5.59632 -1.00665
H -4.62973 -1.09974 -2.56289
C -6.42383 -1.62753 0.25170
C 3.12309 5.32528 -1.42091
H 5.49130 -0.90975 4.94023
C -7.86036 -0.98325 -1.56258
C -3.93177 -1.91290 -0.02017
H -8.84892 -0.77016 -1.94681
H 0.71171 1.23699 -2.51813
C 5.57459 2.62047 -2.16499
H -3.14937 -5.62072 -2.74348
H 2.95290 2.07649 2.68934
H 5.35946 1.50065 -3.98096
C -2.79753 -1.04826 -0.64296
C 1.50689 3.96761 3.79330
H -1.14336 -2.43554 0.25714
C 0.69046 4.96828 4.29512
H -4.46486 -1.69401 2.09463
C -2.70407 2.22329 0.05564
O -2.48411 -0.97240 -1.81600
P 3.26652 -0.83017 -0.27342
H 3.02531 -0.80144 4.74493
H 0.63003 -5.91002 -4.84293
C 2.82958 -4.73462 2.76787
P -0.05074 3.33102 0.07778
H 2.46190 2.43690 1.02848
C 5.02346 -0.87415 3.96493
C -2.50983 6.25332 -1.37205
H -0.47723 -2.29958 -2.83975
C 4.02512 0.64261 -0.98745
C 2.33671 -4.15653 1.60893
H -6.87396 -0.61401 -3.42964
N -2.19054 -0.37002 0.35863
C 3.03548 -0.77158 2.61204
C -0.03936 -3.29121 -2.80434
H 0.50031 2.24683 -3.94773
C -3.53158 -4.26971 0.84047
C -3.73632 5.60372 -1.26877
H 1.48351 1.37020 2.02643
C 0.47154 -3.78698 -1.61378
H 3.80687 -5.19925 2.76348
H 2.31802 3.57878 4.39591
H 2.44473 3.46575 -4.16099
S 1.11824 -0.49011 0.02217
H 4.29786 1.74586 0.83457
H 2.09749 5.16350 0.44706
H -2.94652 -7.16127 -0.82084
C 5.80697 -0.90194 2.82061
H -1.02883 6.20596 3.93312
C -0.37172 5.44267 3.54000
C -5.48389 -1.17607 -1.90550
Ge 0.31573 -2.72949 0.01145
C 0.82010 -4.11121 3.93220
H -6.33016 -1.93099 1.28683
C 1.39997 3.27948 -2.30840
H 1.50255 -6.82066 -2.71029
H 3.94214 5.25321 -3.40249
H 3.98655 -0.27018 -2.92629
C 3.21406 4.83916 -2.71643
C 1.07600 -3.56293 1.59332
C -5.30595 -1.53919 -0.57353
H -1.41713 5.32104 1.68963
H -3.19556 -6.28255 1.48095
C 4.48129 1.71725 -0.22871
H -3.05799 2.13940 1.08384
H -4.64057 6.12268 -1.55794
H 1.95947 -0.74030 2.54411
C -2.65023 3.62578 -0.45300
H 6.19704 3.38081 -2.61983
C 5.10432 1.56733 -2.93148
C 0.58270 -5.31583 -3.93959
C -1.43488 4.28559 -0.54873
S 3.45944 -2.43600 -1.32860
C -2.84687 -0.56605 1.57175
Au -0.89886 1.18249 0.06305
C 0.24894 3.94788 1.74946
H -2.46467 7.26874 -1.74109
C 1.07539 -5.82708 -2.74296
H 1.40916 -5.48359 -0.66736
H 0.87781 5.36988 5.28220
H 5.82372 -0.88585 0.68616
C 0.46053 2.24502 -2.85998
H 0.22443 -4.09255 4.83572
C 3.64310 -0.80940 3.85672
C 2.09968 2.27200 2.04112
H 2.45724 -5.16117 4.83774
H -4.77365 3.79789 -0.75041
C 5.25543 2.70222 -0.81688
C 2.07179 -4.71142 3.93171
C -3.64333 -3.39808 -0.23888
H -8.54575 -1.42876 0.42139
O -2.59783 0.03065 2.59952
H 5.63251 3.51976 -0.21647
*
```


| no. | Kohn-Sham gap (eV) |
| --- | --- |
| 1 | 6.4 |
| 2 | 7.2 |